Entry 1:
Formula: C33H71FN10O14
Source: OMol25
Level of theory: wB97M-V/def2-TZVPD

```
129
Properties=species:S:1:pos:R:3:lowdin_charge:R:1
C -3.43 1.24 5.36 0.028
C -3.06 1.79 4.01 -0.454
O -2.42 1.15 3.20 0.068
N -3.52 3.08 3.68 -0.058
C -2.90 3.74 2.54 0.005
O -3.52 3.92 4.83 0.056
C -4.81 4.25 5.12 -0.550
O -5.30 4.09 6.20 0.184
O -5.40 4.87 4.08 0.052
C -6.79 4.56 3.89 -0.058
C -7.02 3.08 3.70 -0.443
O -6.75 2.48 2.72 0.171
F -7.58 2.46 4.74 0.131
H -4.28 1.74 5.82 0.075
H -2.55 1.27 5.99 0.079
H -3.69 0.20 5.18 0.087
H -1.91 4.12 2.80 0.068
H -3.54 4.58 2.25 0.092
H -2.89 3.04 1.71 0.081
H -7.36 4.96 4.73 0.131
H -7.12 5.02 2.96 0.122
C 0.82 4.90 4.44 -0.339
O -0.17 4.99 3.74 0.004
N 0.98 3.96 5.39 -0.189
C 2.16 3.87 6.21 -0.058
C -0.10 2.99 5.58 -0.028
H 1.67 5.59 4.36 0.134
H 2.66 2.91 6.07 0.090
H 1.91 3.99 7.27 0.090
H 2.86 4.67 5.94 0.081
H -0.27 2.43 4.66 0.094
H -1.02 3.50 5.85 0.089
H 0.18 2.30 6.38 0.092
C -2.73 -1.53 7.48 -0.347
O -1.90 -1.04 6.74 0.000
N -3.02 -2.84 7.52 -0.189
C -4.00 -3.40 8.42 -0.058
C -2.31 -3.71 6.59 -0.029
H -3.32 -0.93 8.19 0.138
H -3.53 -4.14 9.08 0.090
H -4.80 -3.89 7.87 0.088
H -4.43 -2.61 9.03 0.082
H -1.24 -3.64 6.78 0.056
H -2.50 -3.40 5.57 0.098
H -2.64 -4.74 6.73 0.091
C -2.16 0.67 -2.42 -0.346
O -0.96 0.56 -2.62 -0.005
N -2.73 0.64 -1.20 -0.189
C -4.16 0.79 -1.01 -0.052
C -1.88 0.44 -0.03 -0.030
H -2.88 0.81 -3.23 0.133
H -4.37 1.65 -0.39 0.085
H -4.57 -0.10 -0.54 0.092
H -4.64 0.92 -1.98 0.080
H -1.14 1.24 0.04 0.097
H -1.35 -0.51 -0.12 0.095
H -2.49 0.44 0.86 0.063
C -10.15 6.27 2.55 -0.334
O -9.33 6.02 3.41 0.010
N -10.56 5.40 1.61 -0.192
C -11.55 5.75 0.61 -0.055
C -9.99 4.06 1.59 -0.030
H -10.64 7.25 2.47 0.135
H -12.42 5.10 0.69 0.091
H -11.13 5.66 -0.39 0.091
H -11.87 6.78 0.76 0.083
H -10.19 3.56 2.54 0.098
H -8.91 4.11 1.45 0.084
H -10.43 3.49 0.78 0.089
C 2.78 1.17 -4.80 -0.356
O 3.60 1.71 -5.53 -0.003
N 2.57 -0.16 -4.73 -0.191
C 1.59 -0.74 -3.84 -0.064
C 3.37 -1.02 -5.59 -0.041
H 2.13 1.74 -4.12 0.135
H 2.09 -1.42 -3.14 0.088
H 0.85 -1.29 -4.42 0.085
H 1.08 0.04 -3.27 0.048
H 4.43 -0.89 -5.37 0.063
H 3.21 -0.79 -6.64 0.095
H 3.09 -2.06 -5.40 0.081
C 6.69 -1.17 -6.81 -0.356
O 5.83 -1.77 -7.44 0.000
N 7.99 -1.52 -6.78 -0.182
C 8.97 -0.77 -6.03 -0.054
C 8.41 -2.68 -7.55 -0.050
H 6.47 -0.28 -6.21 0.132
H 9.74 -0.38 -6.71 0.071
H 9.45 -1.41 -5.28 0.088
H 8.49 0.07 -5.53 0.084
H 8.19 -2.53 -8.60 0.064
H 7.89 -3.57 -7.21 0.091
H 9.49 -2.81 -7.43 0.084
C 0.09 -4.48 -1.91 -0.361
O 0.07 -4.57 -0.70 0.006
N 0.84 -5.25 -2.73 -0.199
C 0.82 -5.10 -4.17 -0.058
C 1.69 -6.26 -2.13 -0.044
H -0.53 -3.74 -2.46 0.132
H 0.49 -6.03 -4.64 0.088
H 1.82 -4.85 -4.53 0.086
H 0.13 -4.31 -4.46 0.080
H 1.10 -6.97 -1.55 0.091
H 2.41 -5.79 -1.45 0.091
H 2.23 -6.78 -2.91 0.084
C 10.75 -0.61 -10.27 -0.339
O 10.36 -0.78 -9.13 0.008
N 9.97 -0.62 -11.36 -0.194
C 10.50 -0.40 -12.69 -0.059
C 8.54 -0.86 -11.19 -0.030
H 11.82 -0.41 -10.50 0.134
H 10.03 0.48 -13.14 0.090
H 10.31 -1.27 -13.32 0.089
H 11.57 -0.23 -12.63 0.081
H 8.10 -0.10 -10.55 0.099
H 8.37 -1.84 -10.74 0.080
H 8.06 -0.83 -12.17 0.087
C 1.17 -3.56 6.23 -0.372
O 1.21 -3.72 7.43 0.006
N 1.84 -4.30 5.33 -0.195
C 1.75 -4.06 3.90 -0.052
C 2.69 -5.38 5.82 -0.044
H 0.56 -2.76 5.76 0.131
H 1.36 -4.93 3.39 0.090
H 2.73 -3.82 3.49 0.088
H 1.08 -3.22 3.72 0.086
H 2.09 -6.10 6.38 0.091
H 3.46 -4.99 6.48 0.091
H 3.15 -5.88 4.97 0.084
```

As for the SMILES: CC(=O)N(C)OC(=O)OCC(=O)F.CN(C)C=O.CN(C)C=O.CN(C)C=O.CN(C)C=O.CN(C)C=O.CN(C)C=O.CN(C)C=O.CN(C)C=O.CN(C)C=O. The electronic energy comes out at -3000.77215 hartree. The orbital gap comes out at 9.0 eV. Its HOMO energy is -8.495 eV.

---

Entry 2:
Formula: C48H43Cl2F4N10O2RbS2
Source: OMol25
Level of theory: wB97M-V/def2-TZVPD

```
112
Properties=species:S:1:pos:R:3:lowdin_charge:R:1
Rb -1.90 -0.68 -0.16 0.699
C -1.98 4.29 1.99 -0.053
C -2.16 2.99 1.24 -0.291
N -1.40 1.97 1.40 0.032
N -0.31 2.15 2.25 -0.113
C -0.01 1.15 3.00 -1.195
S -0.74 -0.37 3.24 0.398
S 1.51 1.48 3.98 0.805
C 1.08 3.09 4.70 -0.451
C 0.08 2.98 5.81 -0.286
C 0.50 2.83 7.13 -0.061
C -0.42 2.69 8.16 -0.107
C -1.78 2.69 7.88 -0.114
C -2.21 2.81 6.57 -0.080
C -1.29 2.96 5.54 -0.032
C -3.31 2.93 0.30 -0.118
C -4.46 3.63 0.62 -0.081
C -5.61 3.61 -0.15 -0.145
C -5.59 2.85 -1.32 -0.136
C -4.47 2.16 -1.69 -0.040
C -3.26 2.18 -0.93 -0.447
O -2.22 1.56 -1.34 -0.311
H -0.95 4.38 2.34 0.047
H -2.63 4.34 2.86 0.071
H -2.23 5.14 1.34 0.077
H 0.72 3.73 3.89 0.058
H 2.02 3.51 5.08 0.066
H 1.56 2.82 7.35 0.106
H -0.07 2.58 9.18 0.090
H -2.50 2.57 8.68 0.089
H -3.26 2.78 6.33 0.101
H -1.62 3.03 4.51 0.093
H -4.48 4.21 1.54 0.094
H -6.50 4.16 0.15 0.074
H -6.48 2.79 -1.94 0.086
H -4.45 1.56 -2.60 0.100
Cl -0.54 -1.14 -2.89 0.505
C -1.19 0.13 -3.84 -0.427
H -1.63 -0.18 -4.77 -0.015
H -1.53 0.98 -3.26 -0.024
C 2.85 2.16 -2.40 -0.008
C 4.19 1.58 -2.86 -0.489
C 3.92 0.46 -3.87 -0.044
C 4.91 2.70 -3.63 -0.050
C 5.10 1.06 -1.70 -0.400
O 6.36 0.66 -2.31 -0.046
C 5.50 2.10 -0.62 -0.095
C 4.62 2.50 0.57 -0.117
C 3.57 3.54 0.30 -0.245
C 3.92 4.79 -0.22 -0.066
C 2.95 5.74 -0.51 -0.120
C 1.62 5.44 -0.27 -0.654
Cl 0.41 6.64 -0.65 0.637
C 1.24 4.23 0.27 -0.068
C 2.22 3.29 0.56 -0.027
C 4.70 -0.32 -1.13 -0.048
N 3.45 -0.49 -0.42 -0.106
C 2.21 -0.73 -0.88 -0.190
N 1.36 -0.86 0.10 0.097
C 2.15 -0.74 1.20 -0.224
N 3.42 -0.53 0.94 0.104
H 2.17 2.22 -3.25 0.100
H 2.96 3.16 -1.99 0.071
H 2.35 1.56 -1.64 0.074
H 3.50 0.89 -4.78 0.088
H 3.20 -0.27 -3.51 0.066
H 4.84 -0.07 -4.14 0.086
H 4.21 3.13 -4.35 0.091
H 5.77 2.34 -4.19 0.083
H 5.22 3.52 -2.98 0.075
H 6.80 1.46 -2.61 0.083
H 5.81 3.01 -1.15 0.094
H 6.42 1.67 -0.21 0.120
H 5.31 2.91 1.32 0.121
H 4.17 1.64 1.04 0.084
H 4.96 5.02 -0.41 0.109
H 3.23 6.70 -0.93 0.095
H 0.21 3.99 0.47 0.084
H 1.91 2.35 0.99 0.094
H 5.48 -0.63 -0.43 0.136
H 4.71 -1.03 -1.96 0.127
H 1.97 -0.76 -1.93 0.071
H 1.75 -0.82 2.20 0.044
F -3.21 -5.52 -4.45 0.111
C -3.56 -5.97 -3.24 -0.152
C -3.57 -7.32 -3.06 -0.161
F -3.23 -8.08 -4.10 0.102
C -3.91 -7.94 -1.83 -0.070
C -4.25 -7.01 -0.82 -0.178
C -4.22 -5.66 -1.00 -0.162
F -4.54 -4.90 0.05 0.120
C -3.89 -5.03 -2.23 -0.052
C -3.88 -3.64 -2.42 -0.153
C -4.16 -2.70 -1.39 -0.230
N -4.37 -1.87 -0.62 0.104
C -3.59 -3.03 -3.67 -0.207
N -3.38 -2.47 -4.66 0.177
F -4.57 -7.46 0.40 0.101
C -3.91 -9.34 -1.64 -0.183
C -4.24 -9.97 -0.41 -0.234
N -4.50 -10.55 0.55 0.135
C -3.56 -10.27 -2.65 -0.235
N -3.30 -11.09 -3.42 0.133
C -0.86 -7.03 0.02 -0.084
C 0.09 -5.86 0.22 -0.212
C -0.48 -4.58 -0.19 -0.190
N -0.93 -3.56 -0.48 0.153
H -0.39 -7.96 0.33 0.079
H -1.15 -7.12 -1.03 0.076
H -1.77 -6.89 0.61 0.079
H 1.02 -6.00 -0.34 0.115
H 0.37 -5.76 1.27 0.120
```

As for the charge: -2. The electronic energy comes out at -4693.25292 hartree. Its relative energy (zero: lowest compared OMol25 entry of this formula, charge and spin) is 2.357 eV. The orbital gap (spin up / spin down) comes out at 3.7 / 5.4 eV. Its HOMO energy (spin up / spin down) is -2.180 / -2.178 eV.

---

Entry 3:
Formula: C4H2N2O
Source: OMol25
Level of theory: wB97M-V/def2-TZVPD

```
9
Properties=species:S:1:pos:R:3:lowdin_charge:R:1
N 0.68 -0.30 -1.23 0.188
C 0.11 0.78 -0.65 -0.512
O 0.08 1.90 -1.12 0.101
C -0.53 0.55 0.69 -0.137
C -1.23 0.88 1.73 0.247
C -0.53 -0.66 1.57 -0.344
N -0.31 -1.74 1.97 0.223
H 0.65 -1.23 -0.82 0.108
H 1.09 -0.18 -2.14 0.125
```

The electronic energy comes out at -338.23081 hartree. Its relative energy (zero: lowest compared OMol25 entry of this formula, charge and spin) is 3.010 eV. The orbital gap comes out at 10.0 eV. Its HOMO energy is -11.237 eV.

---

Entry 4:
Formula: C57H55F4O2P2RuSb2Si
Source: OMol25
Level of theory: wB97M-V/def2-TZVPD

```
124
Properties=species:S:1:pos:R:3:lowdin_charge:R:1
Ru 0.23 0.58 0.32 0.535
C -3.41 1.43 0.88 -0.180
Si -2.16 0.20 0.25 0.572
C -2.74 -0.10 -1.52 -0.277
C -4.11 -0.20 -1.83 -0.096
C -4.54 -0.39 -3.13 -0.068
C -3.62 -0.44 -4.17 -0.069
C -2.27 -0.31 -3.89 -0.096
C -1.84 -0.14 -2.57 -0.397
P -0.08 0.01 -2.15 1.041
C 0.62 -1.22 -3.32 -0.349
C 1.70 -0.97 -4.17 -0.082
C 2.17 -1.96 -5.02 -0.069
C 1.58 -3.22 -5.04 -0.075
C 0.50 -3.47 -4.21 -0.087
C 0.03 -2.49 -3.35 -0.134
C 0.38 1.59 -2.97 -0.347
C 1.71 2.00 -2.94 -0.153
C 2.11 3.21 -3.50 -0.068
C 1.16 4.04 -4.09 -0.081
C -0.17 3.64 -4.11 -0.071
C -0.56 2.43 -3.56 -0.072
C -2.55 -1.38 1.19 -0.320
C -3.74 -2.10 1.00 -0.080
C -4.08 -3.16 1.81 -0.074
C -3.23 -3.54 2.85 -0.074
C -2.04 -2.86 3.04 -0.091
C -1.69 -1.80 2.19 -0.434
P -0.13 -0.86 2.41 1.044
C 0.93 -2.16 3.13 -0.351
C 1.89 -2.79 2.36 -0.205
C 2.71 -3.79 2.88 -0.085
C 2.57 -4.17 4.20 -0.058
C 1.62 -3.54 5.00 -0.060
C 0.82 -2.55 4.47 -0.109
C -0.56 0.10 3.92 -0.360
C -1.86 0.55 4.11 -0.066
C -2.20 1.31 5.22 -0.061
C -1.23 1.63 6.16 -0.075
C 0.08 1.22 5.97 -0.070
C 0.41 0.46 4.86 -0.136
H -4.26 0.90 1.32 0.041
H -3.77 2.05 0.05 0.046
H -2.98 2.10 1.62 0.011
H -4.84 -0.12 -1.04 0.096
H -5.60 -0.49 -3.33 0.105
H -3.95 -0.56 -5.19 0.105
H -1.55 -0.32 -4.70 0.118
H 2.15 0.01 -4.21 0.092
H 3.00 -1.75 -5.68 0.107
H 1.95 -3.99 -5.70 0.106
H 0.02 -4.44 -4.22 0.108
H -0.84 -2.69 -2.73 0.084
H 2.45 1.38 -2.46 0.043
H 3.15 3.51 -3.46 0.109
H 1.45 4.99 -4.51 0.107
H -0.92 4.30 -4.53 0.110
H -1.60 2.15 -3.56 0.105
H -4.42 -1.81 0.21 0.085
H -5.01 -3.70 1.65 0.104
H -3.50 -4.35 3.51 0.105
H -1.38 -3.17 3.84 0.091
H 2.00 -2.51 1.32 -0.005
H 3.44 -4.26 2.24 0.073
H 3.20 -4.95 4.61 0.109
H 1.51 -3.83 6.04 0.107
H 0.09 -2.06 5.12 0.106
H -2.63 0.31 3.38 0.095
H -3.22 1.64 5.35 0.108
H -1.50 2.21 7.03 0.104
H 0.85 1.49 6.68 0.107
H 1.44 0.16 4.71 0.114
C 4.40 0.83 -0.91 -0.285
Sb 2.86 -0.36 -0.02 1.419
C 3.99 -0.59 1.77 -0.260
C 3.51 -2.08 -1.19 -0.269
C 3.85 -3.37 -0.47 -0.263
C 5.09 -3.40 0.18 -0.072
C 5.56 -4.52 0.85 -0.091
C 4.78 -5.66 0.87 -0.103
C 3.56 -5.66 0.22 -0.072
C 3.07 -4.53 -0.45 -0.279
C 1.76 -4.64 -1.17 -0.315
Sb 0.03 -3.99 -0.02 1.392
C -1.43 -5.09 -1.15 -0.328
C 0.26 -5.55 1.44 -0.297
H 5.33 0.33 -0.65 0.015
H 4.40 1.84 -0.50 0.002
H 4.31 0.87 -2.00 0.008
H 4.25 -1.63 1.93 -0.008
H 3.39 -0.23 2.61 0.008
H 4.89 0.01 1.67 0.019
H 4.42 -1.69 -1.64 0.058
H 2.76 -2.20 -1.98 0.025
H 5.72 -2.52 0.13 0.113
H 6.53 -4.49 1.34 0.105
H 5.12 -6.56 1.38 0.106
H 2.96 -6.56 0.20 0.114
H 1.55 -5.68 -1.42 0.065
H 1.77 -4.07 -2.09 0.021
H -0.96 -5.61 -1.99 -0.004
H -2.21 -4.43 -1.53 -0.010
H -1.89 -5.82 -0.49 -0.001
H 0.10 -6.51 0.94 0.011
H -0.49 -5.42 2.23 0.002
H 1.25 -5.52 1.88 -0.018
F 3.38 5.39 2.66 0.046
C 2.77 4.28 2.18 -0.284
C 2.94 3.94 0.86 -0.008
C 2.31 2.80 0.39 -0.192
C 1.53 1.97 1.20 -0.347
C 1.34 2.40 2.51 -0.120
C 1.96 3.54 3.02 0.004
H 3.54 4.57 0.22 0.123
H 2.38 2.59 -0.67 0.052
H 0.67 1.89 3.16 0.048
H 1.79 3.87 4.04 0.119
F -0.82 5.75 0.37 0.162
C -0.69 4.73 -0.48 -0.535
F -1.72 4.81 -1.35 0.137
F 0.44 4.92 -1.18 0.149
C -0.71 3.36 0.23 -0.560
O -1.03 3.33 1.40 0.082
O -0.37 2.42 -0.57 -0.188
```

The electronic energy comes out at -4302.60638 hartree. Its spin multiplicity is 2. Its relative energy (zero: lowest compared OMol25 entry of this formula, charge and spin) is 0.441 eV. The orbital gap (spin up / spin down) comes out at 7.5 / 7.2 eV. Its HOMO energy (spin up / spin down) is -7.550 / -7.415 eV.

---

| no. | molecular weight (g/mol) |
| --- | --- |
| 1 | 850.99 |
| 2 | 1088.44 |
| 3 | 94.07 |
| 4 | 1282.68 |